1.
The following is a quantum chemistry calculation of a molecular structure, C8B2F24O16P4Zr, from the OMol25 dataset.

For the orbital gap, the calculation gives 8.583 eV. As for the energy above the lowest of the compared OMol25 structures with the same formula, charge and spin: 0.0 kcal per mole. Its total charge is -2. Its strongest force on any atom is 3.5 eV Å⁻¹. For the LUMO energy, the calculation gives 0.108 Ha.

Structure (XYZ):
```
55
C8B2F24O16P4Zr wB97M-V/def2-TZVPD
Zr -19.251 -16.950 -7.806
P -16.321 -17.268 -7.812
P -20.381 -19.809 -7.589
P -20.134 -15.587 -5.307
P -18.209 -16.951 -11.620
F -19.018 -19.116 -6.957
F -17.352 -15.992 -8.148
F -17.398 -15.646 -11.092
F -20.823 -15.849 -6.782
F -20.603 -14.074 -5.483
F -15.467 -16.214 -6.959
F -17.432 -18.210 -8.563
F -15.535 -18.453 -7.139
F -17.493 -16.874 -13.054
F -18.961 -16.940 -10.081
F -15.519 -17.090 -9.136
F -21.050 -18.314 -7.247
F -18.810 -15.332 -6.241
F -19.294 -15.345 -4.008
F -17.389 -17.341 -6.529
F -19.414 -16.067 -12.158
F -19.688 -17.201 -5.565
F -17.045 -17.911 -11.081
F -20.746 -20.478 -6.208
F -19.065 -18.276 -11.952
F -21.749 -20.290 -8.210
F -19.533 -21.012 -8.125
F -19.979 -18.848 -8.907
F -21.441 -15.998 -4.544
O -20.195 -11.683 -9.994
O -22.744 -9.644 -6.857
O -24.593 -13.809 -8.616
O -22.255 -15.815 -11.839
O -21.739 -11.245 -8.096
O -23.975 -14.984 -10.667
O -19.585 -10.360 -8.033
O -27.725 -15.227 -8.209
O -19.919 -12.801 -7.967
O -23.378 -15.887 -8.592
O -21.347 -16.660 -9.089
O -26.296 -12.768 -7.563
O -20.145 -13.465 -11.342
O -19.432 -14.829 -8.730
O -20.001 -8.614 -6.671
O -25.739 -15.764 -9.182
C -20.058 -12.976 -10.262
C -26.605 -14.985 -8.546
C -22.853 -15.655 -10.818
C -22.398 -16.171 -9.430
C -21.780 -10.124 -7.365
C -25.831 -13.693 -8.161
C -20.341 -9.600 -7.260
C -19.798 -13.666 -8.903
B -24.437 -15.111 -9.269
B -20.371 -11.487 -8.558
```


2.
The following is a quantum chemistry calculation of a molecular structure, C8B2O16Sn, from the OMol25 dataset.

For the orbital gap (spin up / spin down), the calculation gives 6.112 / 6.369 eV. As for the energy above the lowest of the compared OMol25 structures with the same formula, charge and spin: 4.6 kcal per mole. Its total charge is -1. Its strongest force on any atom is 8.3 eV Å⁻¹. Its spin multiplicity is 2. For the LUMO energy (spin up / spin down), the calculation gives -0.047 / -0.041 Ha.

Structure (XYZ):
```
27
C8B2O16Sn wB97M-V/def2-TZVPD
Sn -31.428 33.098 -25.746
O -25.911 30.773 -23.510
O -37.179 35.961 -22.432
O -24.602 31.881 -25.211
O -36.136 34.807 -20.667
O -23.455 34.556 -23.420
O -37.973 34.423 -19.423
O -28.952 31.677 -24.859
O -22.798 33.033 -25.794
O -32.721 37.187 -22.169
O -25.063 32.992 -23.218
O -33.027 34.618 -23.758
O -39.301 35.823 -21.630
O -27.685 29.402 -23.447
O -34.899 36.758 -21.730
O -26.872 32.515 -24.687
O -35.043 34.736 -22.782
C -33.764 36.500 -22.243
C -38.100 35.618 -21.548
C -33.839 35.179 -23.011
C -27.116 30.390 -23.815
C -37.437 34.928 -20.365
C -23.695 32.690 -24.998
C -27.784 31.574 -24.542
C -24.052 33.513 -23.722
B -35.816 35.596 -21.890
B -25.601 32.029 -24.193
```


3.
The following is a quantum chemistry calculation of a molecular structure, C8F24LiN4O16S8, from the OMol25 dataset.

For the orbital gap, the calculation gives 7.464 eV. As for the energy above the lowest of the compared OMol25 structures with the same formula, charge and spin: 9.3 kcal per mole. Its total charge is -3. Its strongest force on any atom is 6.6 eV Å⁻¹. For the LUMO energy, the calculation gives 0.148 Ha.

Structure (XYZ):
```
61
C8F24LiN4O16S8 wB97M-V/def2-TZVPD
S 8.734 4.354 -0.756
S 0.670 -0.201 4.323
S -1.234 1.228 3.601
S -1.745 0.316 -3.371
S 7.294 2.067 -0.681
S -6.664 -2.973 0.212
S -9.259 -2.887 0.639
S -0.516 -1.892 -3.672
F -1.108 2.754 -4.432
F 0.499 1.331 -4.707
F 9.946 4.914 -3.057
F -5.177 -4.785 1.434
F -0.091 -4.060 -2.013
F -4.052 -2.991 0.884
F 0.026 2.257 -2.827
F -1.276 3.908 4.055
F 10.308 6.519 -1.550
F 4.579 1.607 -0.409
F 5.163 3.634 0.015
F 11.357 4.648 -1.402
F -11.236 -4.463 0.354
F -5.394 -3.039 2.552
F 2.757 -2.068 4.805
F 0.697 3.135 4.144
F -9.581 -4.977 -0.909
F -9.521 -5.480 1.248
F -0.318 3.576 2.219
F 1.621 -2.605 -2.082
F 2.927 -0.850 2.953
F 5.171 2.960 -1.949
F 1.320 -3.919 -3.826
F 1.414 -2.378 3.054
O -9.137 -2.183 -0.626
O -2.308 1.168 2.556
O -6.644 -3.796 -1.010
O -0.336 -1.123 4.869
O -1.710 1.064 4.977
O 1.373 0.769 5.136
O -6.482 -1.528 -0.028
O -2.451 1.011 -2.349
O 7.797 2.026 0.724
O -10.127 -2.287 1.642
O 9.451 3.953 0.489
O 0.297 -1.442 -4.765
O -2.537 -0.041 -4.520
O 7.684 5.346 -0.545
O 7.191 0.791 -1.296
O -1.721 -2.625 -3.953
N -7.755 -3.227 1.376
N 8.251 3.187 -1.691
N -0.780 -0.940 -2.542
N 0.147 0.306 3.006
C 2.050 -1.432 3.731
C -0.484 1.754 -3.912
C 5.388 2.609 -0.704
C -9.891 -4.592 0.331
C 10.190 5.170 -1.797
C -5.176 -3.472 1.386
C -0.459 3.101 3.429
C 0.680 -3.189 -2.805
Li 0.187 -0.020 0.043
```


4.
The following is a quantum chemistry calculation of a molecular structure, C8H10, from the OMol25 dataset.

For the orbital gap, the calculation gives 9.719 eV. As for the energy above the lowest of the compared OMol25 structures with the same formula, charge and spin: 129.2 kcal per mole. Its strongest force on any atom is 6.9 eV Å⁻¹. For the LUMO energy, the calculation gives 0.041 Ha.

Structure (XYZ):
```
18
C8H10 wB97M-V/def2-TZVPD
C -1.243 0.134 0.172
C -0.019 0.594 0.008
C -0.088 3.027 0.397
C 0.881 -0.671 -0.025
C 0.312 -1.607 1.010
C 0.245 -1.513 -1.088
C -0.852 -1.455 0.045
C 0.400 1.986 -0.321
H -1.741 -2.009 0.182
H 0.120 -1.049 -2.109
H -2.123 0.752 0.285
H 2.026 -0.614 -0.032
H 0.185 3.998 0.054
H -0.989 2.903 1.160
H 0.592 -2.699 0.939
H 0.769 -2.277 -1.360
H 1.205 1.838 -1.377
H 0.318 -1.335 2.060
```


- Which of these has the lowest energy above the lowest of the compared OMol25 structures with the same formula, charge and spin?
  C8B2F24O16P4Zr